The following is a DFT calculation (ωB97M-V/def2-TZVPD) of 3 unconnected molecules or ions with the total composition C37H64NO9SSi at a distorted geometry.

multiplicity: 1
E_HOMO: -10.82 eV
LUMO level: -2.5 eV
Kohn-Sham gap: 8.302 eV
net charge: +1

Geometry as XYZ:
```
113
Properties=species:S:1:pos:R:3:mulliken_charge:R:1
C 1.1373 -5.3646 2.5879 -1.10
C 0.5766 -4.4795 1.2856 -0.26
C 0.1359 -2.9831 1.7618 0.24
C -1.4328 -3.1296 2.3292 -1.06
C 0.1735 -1.7924 0.6502 1.00
C 1.3127 -0.6299 0.8658 -0.05
C 1.6907 -0.2205 2.3841 -0.97
C 0.4873 -0.1015 3.4704 -0.33
C 1.0627 0.7539 0.0050 0.90
C 2.5890 1.3270 -0.3561 -0.94
C 2.6225 2.4723 -1.5166 -0.35
C 3.9065 3.4686 -1.2146 -0.70
C 5.2654 2.5949 -1.6479 -0.26
O 6.4577 2.9616 -0.8538 -0.27
C 7.7067 2.5328 -1.5205 0.21
O 8.7296 1.9134 -0.8677 -0.48
C 0.3499 1.9817 0.8063 -0.93
C -1.2101 1.7782 1.2389 0.27
O -2.0987 2.3386 0.1781 -0.44
Si -3.4762 3.1797 0.8705 0.61
C -3.0792 5.0705 0.9557 -1.03
C -4.9198 3.0084 -0.4499 -0.93
C -4.1632 2.4251 2.5029 -0.46
C 0.1836 0.3355 -1.3109 -0.10
C 0.4854 -1.1845 -1.8249 -0.08
S 2.2705 -1.4424 -2.4605 -0.20
N 0.1152 -2.2866 -0.8124 -0.02
C -1.1826 -2.9674 -1.1712 -0.39
C -2.4729 -2.0113 -1.4391 0.09
C -3.4276 -1.3029 -0.2788 0.07
C -4.7517 -0.3832 -0.5662 -0.37
C -5.2279 -0.0624 -2.1117 -0.70
C -4.3166 -0.7569 -3.3073 -0.52
C -2.9780 -1.7147 -3.0068 0.58
C -2.2568 -2.3380 -4.3469 -1.14
H 0.2092 -5.5944 3.2688 0.28
H 1.8986 -4.6956 3.1760 0.27
H 1.6961 -6.3431 2.2351 0.37
H 1.4800 -4.4433 0.5276 0.22
H -0.2814 -5.1229 0.8169 0.18
H 0.7645 -2.7771 2.7508 0.39
H -2.0824 -3.8639 1.6916 0.26
H -1.9328 -2.0923 2.5528 0.13
H -1.3037 -3.6555 3.3935 0.44
H -0.8652 -1.2139 0.7802 -1.23
H 2.3074 -1.1068 0.4031 0.06
H 2.3030 0.8027 2.4307 0.27
H 2.4534 -1.0399 2.7993 0.44
H -0.5569 -0.5043 3.1297 -0.24
H 0.8210 -0.6602 4.4656 0.36
H 0.3458 1.0397 3.7898 0.04
H 2.9931 1.8410 0.6429 0.24
H 3.3564 0.4923 -0.6234 0.26
H 1.6147 3.0297 -1.7177 0.43
H 2.8929 1.9142 -2.5369 0.17
H 4.0520 3.7234 -0.0816 0.29
H 3.9340 4.4244 -1.9242 0.30
H 5.5610 2.7666 -2.7849 0.30
H 5.1205 1.4372 -1.5236 0.21
H 7.9184 2.7325 -2.6776 0.29
H 0.9598 2.3801 1.7522 0.25
H 0.3579 2.9123 0.0562 0.31
H -1.5101 0.7027 1.5849 -0.47
H -1.3921 2.4835 2.1851 0.32
H -2.6548 5.3615 -0.1213 0.25
H -4.1125 5.6616 1.0379 0.31
H -2.3036 5.3722 1.7780 0.26
H -4.4412 2.5346 -1.4354 0.16
H -5.6754 2.2108 -0.0462 0.23
H -5.3930 4.0370 -0.7445 0.38
H -3.5865 2.9161 3.4150 -0.11
H -4.1531 1.2475 2.5224 0.20
H -5.2821 2.7835 2.6015 0.41
H -0.9983 0.3802 -1.1426 -0.18
H 0.3583 1.0432 -2.2573 0.44
H -0.1644 -1.3265 -2.8174 0.20
H 3.0147 -2.0749 -1.4393 0.21
H 0.8754 -3.0090 -1.0071 0.64
H -1.5257 -3.8090 -0.4118 0.14
H -0.9737 -3.5521 -2.1915 0.52
H -3.1410 -1.5066 0.8372 0.08
H -5.3829 0.0662 0.3155 0.50
H -6.1854 0.5912 -2.3971 0.31
H -4.6842 -0.5246 -4.4191 0.26
H -2.2036 -1.4702 -5.1649 0.34
H -2.9175 -3.1828 -4.8162 0.41
H -1.1546 -2.6986 -4.1919 0.09
C -0.9910 3.1519 8.1958 -1.51
C -1.4998 2.8745 6.7953 0.60
C -2.8308 3.4955 6.4994 -0.53
O -3.3336 2.6534 5.4752 -0.33
C -2.7696 1.4244 5.6824 0.65
O -3.1145 0.4019 5.1133 -0.56
O -1.7731 1.4942 6.6153 -0.35
H -0.1541 2.4883 8.4389 0.37
H -0.6583 4.1897 8.2931 0.39
H -1.7668 2.9655 8.9461 0.35
H -0.7419 3.1632 6.0567 0.22
H -2.7466 4.5276 6.1487 0.36
H -3.5285 3.4595 7.3439 0.29
C 4.8336 -3.5845 -7.6921 -1.46
C 3.7315 -2.7215 -7.1111 0.45
C 3.4158 -3.0241 -5.6781 -0.48
O 2.0716 -2.5855 -5.5681 -0.16
C 1.5255 -2.7171 -6.8155 0.53
O 0.3349 -2.6163 -7.0617 -0.55
O 2.4903 -2.9818 -7.7468 -0.34
H 4.8557 -3.4962 -8.7837 0.37
H 5.8103 -3.2924 -7.2946 0.38
H 4.6712 -4.6440 -7.4667 0.36
H 3.9669 -1.6607 -7.2616 0.27
H 4.0603 -2.4829 -4.9804 0.31
H 3.4464 -4.0933 -5.4391 0.30
```



The following is a DFT calculation (ωB97M-V/def2-TZVPD) of a molecular structure, CClNa2O7 at a distorted geometry.

multiplicity: 1
E_HOMO: -1.99 eV
energy relative to the best compared isomer or geometry (same formula, charge and spin): 0.00 kcal/mol
LUMO level: 0.3 eV
Kohn-Sham gap: 2.283 eV
net charge: -1

Geometry as XYZ:
```
11
Properties=species:S:1:pos:R:3:mulliken_charge:R:1
Na -0.7491 1.2331 -0.6436 0.77
Na 3.1429 0.0475 -2.1298 0.81
Cl 1.3933 0.5603 1.3459 1.53
O 1.8917 0.0824 0.0533 -0.64
O 2.3273 0.2184 2.3739 -0.68
O 1.2317 1.9980 1.2607 -0.65
O 0.1289 -0.0664 1.5395 -0.49
C -2.3640 -1.0654 -0.9335 0.76
O -1.0643 -0.9910 -1.1278 -0.83
O -2.9966 -2.1348 -0.8556 -0.73
O -2.9418 0.1179 -0.8830 -0.84
```



The following is a DFT calculation (ωB97M-V/def2-TZVPD) of a molecular structure, C30H76Li2N3O10 at a distorted geometry.

multiplicity: 2
E_HOMO (spin up / spin down): -11.48 / -11.48 eV
LUMO level (spin up / spin down): -5.3 / -8.4 eV
Kohn-Sham gap (spin up / spin down): 6.213 / 3.067 eV
net charge: +2

Geometry as XYZ:
```
121
Properties=species:S:1:pos:R:3:mulliken_spin:R:1
Li 0.5284 5.0760 2.2759 0.00
Li -2.8258 4.0489 2.3490 0.00
C -0.0230 2.9900 -0.4752 0.01
C -0.5507 2.5286 0.9280 0.00
C 0.4287 1.5120 1.5174 0.00
O -0.8686 3.6455 1.8161 0.00
H -0.4507 3.9611 -0.7243 0.00
H -0.2787 2.2057 -1.1876 -0.01
H 1.0585 3.1255 -0.4904 0.00
H -1.5051 2.0149 0.8124 0.00
H 0.3115 1.2022 2.5558 0.00
H 1.4177 1.9605 1.4235 0.00
H 0.5027 0.5563 0.9984 0.00
C -4.9413 0.9851 -0.1174 0.00
C -4.2602 -0.3349 -0.2367 0.00
C -5.4154 -1.3115 -0.5359 0.00
C -4.7645 -2.6615 -0.8534 0.00
C -4.0233 -2.5981 -2.2057 0.00
C -2.9758 -1.4218 -2.3391 0.00
N -3.5033 -0.2603 -1.5376 0.00
O -2.6278 0.8187 -1.6246 0.00
C -1.4958 -1.8574 -1.9631 0.01
C -2.7749 -1.0656 -3.7940 0.00
C -3.4815 -0.6681 1.0642 0.00
H -5.6471 0.8322 0.6990 0.00
H -5.3733 1.3197 -1.0605 0.00
H -4.2064 1.7069 0.2389 0.00
H -6.1875 -1.3142 0.2335 0.00
H -5.9421 -0.9975 -1.4370 0.00
H -5.3419 -3.5860 -0.8617 0.00
H -3.9738 -2.9045 -0.1435 0.00
H -4.7243 -2.7997 -3.0157 0.00
H -3.4511 -3.5245 -2.1569 0.00
H -1.4227 -2.2833 -0.9624 0.00
H -1.1263 -2.5661 -2.7042 0.00
H -0.8398 -1.0220 -2.2081 -0.01
H -2.1614 -0.1741 -3.9241 0.00
H -2.2870 -1.7899 -4.4462 0.00
H -3.7621 -1.1325 -4.2513 0.00
H -4.1394 -0.9924 1.8705 0.00
H -3.0651 0.2472 1.4848 0.00
H -2.7358 -1.4506 0.9240 0.00
H -2.1674 0.6767 -0.7942 0.00
C -0.5461 -2.0556 5.4839 0.00
C -0.2780 -2.8778 4.2937 0.00
C 0.2499 -1.7773 3.2867 0.00
C 0.8907 -2.3868 2.0720 0.00
C 1.9385 -3.3693 2.4366 0.00
C 1.5658 -4.4335 3.5368 0.00
N 0.8211 -3.8109 4.6346 0.00
O 0.4213 -4.7130 5.6051 0.00
C 0.7943 -5.5843 2.6678 0.00
C 2.8608 -5.0172 3.9654 0.00
C -1.6273 -3.4529 3.6739 0.00
H 0.2675 -1.4750 5.9186 0.00
H -0.8876 -2.6501 6.3313 0.00
H -1.3490 -1.3198 5.4389 0.00
H -0.6112 -1.2087 2.9356 0.00
H 0.9174 -1.0168 3.6919 0.00
H 1.3117 -1.6904 1.3468 0.00
H 0.1477 -2.8955 1.4578 0.00
H 2.9145 -2.8948 2.5381 0.00
H 2.0217 -3.8994 1.4878 0.00
H 1.4542 -6.0610 1.9429 0.00
H 0.4929 -6.4684 3.2296 0.00
H -0.1059 -5.2552 2.1487 0.00
H 2.6492 -5.6471 4.8294 0.00
H 3.2265 -5.6977 3.1964 0.00
H 3.5847 -4.3308 4.4047 0.00
H -1.6099 -3.2932 2.5959 0.00
H -2.4725 -2.9565 4.1507 0.00
H -1.6482 -4.5373 3.7823 0.00
H 0.2766 -5.5787 5.2164 0.00
C 3.1892 -0.7154 -4.5252 0.06
C 2.4843 0.0704 -3.4584 -0.03
C 3.4140 1.0148 -2.5960 0.03
C 3.9254 2.3212 -3.1819 -0.02
C 2.7199 3.1452 -3.6898 0.06
C 1.8310 2.3647 -4.7004 -0.01
N 1.5037 1.0911 -4.0207 0.70
O 0.4130 0.4065 -4.4853 0.10
C 0.5489 3.2953 -4.8422 0.02
C 2.5183 2.2127 -6.1059 0.08
C 1.8206 -0.8278 -2.4243 0.01
H 3.6996 0.0581 -5.0991 0.00
H 2.4358 -1.1833 -5.1588 0.00
H 3.9714 -1.3566 -4.1186 0.01
H 3.0454 1.1197 -1.5756 0.00
H 4.4081 0.5700 -2.6420 0.00
H 4.6362 2.1968 -3.9988 0.00
H 4.3850 2.9852 -2.4497 0.00
H 3.0332 4.0365 -4.2333 0.00
H 2.1381 3.4966 -2.8376 -0.03
H 0.0717 2.9398 -5.7555 0.00
H -0.0203 3.3313 -3.9133 0.00
H 0.9660 4.2880 -5.0113 0.00
H 2.3754 3.1268 -6.6822 0.00
H 3.5820 2.0285 -5.9553 0.00
H 2.1075 1.4415 -6.7574 0.00
H 1.2323 -0.3178 -1.6615 0.00
H 2.5046 -1.4886 -1.8918 0.00
H 1.0510 -1.4902 -2.8206 0.00
H -0.3364 0.7537 -3.9960 0.02
O -1.3561 6.2133 0.0754 0.00
H -1.0157 5.4108 0.4707 0.00
H -1.4698 5.9956 -0.8498 0.00
O 1.6620 1.3270 5.5779 0.00
H 2.1242 0.9315 6.3169 0.00
H 2.2091 1.1276 4.8182 0.00
O 1.7034 5.7097 -1.6413 0.00
H 0.8890 5.2167 -1.7415 0.00
H 1.5782 6.4917 -2.1789 0.00
O -0.9128 2.4526 4.9171 0.00
H -0.5169 2.7274 4.0901 0.00
H -0.1696 2.3088 5.5029 0.00
O 3.4109 1.2759 3.3654 0.00
H 4.2349 0.7898 3.3944 0.00
H 3.4784 1.8159 2.5780 0.00
O 2.3156 5.1142 1.0037 0.00
H 3.0966 4.7143 1.3863 0.00
H 2.4859 5.1203 0.0618 0.00
```



The following is a DFT calculation (ωB97M-V/def2-TZVPD) of a single CH4FN molecule at a distorted geometry.

multiplicity: 1
E_HOMO: -9.99 eV
energy relative to the best compared isomer or geometry (same formula, charge and spin): 10.45 kcal/mol
LUMO level: 1.2 eV
structure (SMILES): NCF
Kohn-Sham gap: 11.192 eV

Geometry as XYZ:
```
7
Properties=species:S:1:pos:R:3:mulliken_charge:R:1
C 0.5059 0.1685 -0.0052 -0.05
N -0.9268 0.0133 -0.1651 -0.53
F 1.0504 -1.0504 0.3872 -0.29
H 0.9738 0.8743 0.6516 0.25
H 0.9019 0.5510 -1.1278 0.15
H -1.2054 -0.9066 -0.4357 0.25
H -1.2998 0.3498 0.6949 0.22
```



The following is a DFT calculation (ωB97M-V/def2-TZVPD) of a molecular structure, ClHN2O4S at a distorted geometry.

multiplicity: 1
E_HOMO (spin up / spin down): -9.64 / -9.64 eV
energy relative to the best compared isomer or geometry (same formula, charge and spin): 153.68 kcal/mol
LUMO level (spin up / spin down): -3.1 / -3.2 eV
Kohn-Sham gap (spin up / spin down): 6.497 / 6.482 eV

Geometry as XYZ:
```
9
Properties=species:S:1:pos:R:3:mulliken_charge:R:1
N 0.6654 0.5818 0.5614 -0.16
N -0.2739 -0.4059 -1.5525 0.87
O -0.5575 -1.4927 -1.9604 -0.59
O 0.1337 0.5555 -2.0806 -0.53
O -1.6585 0.8143 0.1927 -0.46
O -0.0578 -0.9393 2.6318 -0.38
S -0.8041 -0.2740 0.3864 0.78
Cl 1.6838 -0.3742 1.4600 0.19
H 0.8689 1.5347 0.3612 0.28
```



Repeat the fourth record exactly.
The following is a DFT calculation (ωB97M-V/def2-TZVPD) of a single CH4FN molecule at a distorted geometry.

multiplicity: 1
E_HOMO: -9.99 eV
energy relative to the best compared isomer or geometry (same formula, charge and spin): 10.45 kcal/mol
LUMO level: 1.2 eV
structure (SMILES): NCF
Kohn-Sham gap: 11.192 eV

Geometry as XYZ:
```
7
Properties=species:S:1:pos:R:3:mulliken_charge:R:1
C 0.5059 0.1685 -0.0052 -0.05
N -0.9268 0.0133 -0.1651 -0.53
F 1.0504 -1.0504 0.3872 -0.29
H 0.9738 0.8743 0.6516 0.25
H 0.9019 0.5510 -1.1278 0.15
H -1.2054 -0.9066 -0.4357 0.25
H -1.2998 0.3498 0.6949 0.22
```



Question: multiplicity of number 2 (CClNa2O7)?
Answer: 1